2 unconnected molecules or ions with the total composition H7N3 at a distorted geometry. Source: the OMol25 dataset; level of theory: wB97M-V/def2-TZVPD.

Geometry (Å):
N -1.67280 -0.67175 -1.11829
N -1.13805 -0.29823 0.07778
H -1.99329 0.20809 -1.56994
H -1.00527 -1.16150 -1.74327
H -0.22566 0.04356 0.01758
H -1.24805 -1.02553 0.84790
N 1.63146 0.47741 0.74662
H 1.63327 0.59606 1.83207
H 2.60908 0.37363 0.36569
H 1.40931 1.45827 0.54386

Results
- Structure (SMILES): NN.N
- Relative energy (zero: lowest compared OMol25 entry of this formula, charge and spin): 6.3 kcal per mole


2 unconnected molecules or ions with the total composition H7N3O. Source: the OMol25 dataset; level of theory: wB97M-V/def2-TZVPD.

Geometry (Å):
N 1.54246 0.44338 0.24231
N 2.59241 -0.40461 -0.36544
H 0.67925 0.10340 -0.16314
H 1.49836 0.10966 1.19720
H 3.46646 -0.03165 0.01769
H 2.61471 -0.14204 -1.35293
N -2.57569 0.36316 -0.42389
O -1.81800 -0.74122 0.01432
H -3.54612 0.12650 -0.31456
H -2.38729 1.13484 0.21884
H -2.06654 -0.96142 0.92961

Results
- Structure (SMILES): NN.NO
- Relative energy (zero: lowest compared OMol25 entry of this formula, charge and spin): 1.4 kcal per mole


3 unconnected molecules or ions with the total composition H7N3O2 at a distorted geometry. Source: the OMol25 dataset; level of theory: wB97M-V/def2-TZVPD.

Geometry (Å):
N 0.73078 -1.58239 0.21897
O 0.97685 -0.89580 -0.80848
H 1.61702 -1.93993 0.63522
N -1.23219 0.27795 0.71743
O -1.93357 -0.14504 -0.46258
H -0.68664 -0.60359 1.04172
H -1.96047 0.61117 1.34503
H -1.20749 -0.48627 -1.01579
N 0.97330 1.08395 -0.44882
H 1.86934 1.25097 -0.00926
H 0.95137 1.48710 -1.37738
H -0.09831 0.94189 0.16394

Results
- Structure (SMILES): N=O.NO.N
- Relative energy (zero: lowest compared OMol25 entry of this formula, charge and spin): 46.4 kcal per mole


3 unconnected molecules or ions with the total composition H7NO2 at a distorted geometry. Source: the OMol25 dataset; level of theory: wB97M-V/def2-TZVPD.

Geometry (Å):
N -1.03469 -1.01081 1.27734
H -1.01525 -1.92031 1.51595
H -1.29123 -0.34820 1.89018
H -0.43789 -0.75115 0.61758
O 1.51951 1.84519 0.13704
H 1.74674 1.43882 1.00590
H 1.70293 0.93103 -0.15162
O -0.50623 -0.45324 -1.95663
H -0.96324 0.42282 -1.87768
H 0.27937 -0.15414 -2.45805

Results
- Structure (SMILES): N.O.O
- Relative energy (zero: lowest compared OMol25 entry of this formula, charge and spin): 32.9 kcal per mole


Please write out number 4 again, unchanged.
3 unconnected molecules or ions with the total composition H7NO2 at a distorted geometry. Source: the OMol25 dataset; level of theory: wB97M-V/def2-TZVPD.

Geometry (Å):
N -1.03469 -1.01081 1.27734
H -1.01525 -1.92031 1.51595
H -1.29123 -0.34820 1.89018
H -0.43789 -0.75115 0.61758
O 1.51951 1.84519 0.13704
H 1.74674 1.43882 1.00590
H 1.70293 0.93103 -0.15162
O -0.50623 -0.45324 -1.95663
H -0.96324 0.42282 -1.87768
H 0.27937 -0.15414 -2.45805

Results
- Structure (SMILES): N.O.O
- Relative energy (zero: lowest compared OMol25 entry of this formula, charge and spin): 32.9 kcal per mole